No. 1
Molecular formula: C10H38N6O9
Method: DFT, ωB97M-V/def2-TZVPD

Last column: Löwdin charge in e.
Element x y z (Å)
N  0.656  0.624  -0.442  0.140
C  0.108  -0.316  -1.095  -0.657
N  -0.597  -1.087  -0.332  0.167
O  0.165  -0.377  -2.451  -0.099
H  1.262  1.302  -1.001  0.124
H  0.690  0.628  0.589  0.070
H  -1.147  -1.803  -0.767  0.087
H  -0.738  -0.903  0.725  0.098
N  -2.699  0.961  0.339  0.143
C  -2.319  2.162  0.627  -0.603
N  -1.056  2.474  0.330  0.128
O  -3.212  2.971  1.245  -0.066
H  -3.667  0.624  0.453  0.165
H  -2.169  0.373  -0.312  0.084
H  -0.800  3.455  0.521  0.170
H  -0.346  1.887  -0.166  0.062
N  0.384  1.439  2.088  0.116
C  -0.027  0.473  2.769  -0.627
N  -1.105  -0.137  2.235  0.143
O  0.683  0.056  3.878  -0.102
H  1.219  1.975  2.482  0.181
H  -0.320  1.981  1.450  0.044
H  -1.545  -0.791  2.867  0.134
H  -1.697  0.205  1.470  0.041
C  2.225  -1.928  1.336  -0.077
C  3.685  -2.249  1.605  -0.270
O  3.903  -1.703  2.914  -0.082
H  2.085  -0.849  1.341  0.042
H  1.596  -2.341  2.073  0.061
H  1.721  -2.296  0.465  0.068
H  4.328  -1.953  0.828  0.092
H  3.805  -3.366  1.773  0.133
H  4.817  -1.876  3.180  0.105
C  -3.081  -2.184  -2.512  -0.148
O  -3.562  -1.183  -1.602  -0.159
H  -2.078  -1.901  -2.897  0.073
H  -3.694  -2.502  -3.370  0.086
H  -2.886  -3.056  -1.893  0.067
H  -3.702  -0.304  -2.059  0.083
C  -1.043  -4.065  1.303  -0.180
O  -1.582  -4.885  2.312  -0.093
H  -1.746  -3.462  0.806  0.046
H  -0.441  -4.523  0.503  0.098
H  -0.521  -3.381  1.855  0.031
H  -2.483  -5.117  1.995  0.096
C  4.075  1.283  0.737  -0.159
O  3.729  0.899  2.057  -0.129
H  3.604  2.156  0.267  0.056
H  3.737  0.451  0.126  0.067
H  5.143  1.412  0.598  0.074
H  3.491  -0.055  2.048  0.020
C  -2.093  1.850  -3.152  -0.168
O  -3.478  1.733  -3.402  -0.106
H  -1.667  2.701  -3.678  0.077
H  -1.529  0.944  -3.486  0.084
H  -1.960  2.031  -2.043  0.067
H  -3.679  2.614  -3.700  0.071
C  0.983  3.143  -2.468  -0.136
O  2.017  2.842  -1.541  -0.115
H  0.841  2.384  -3.232  0.088
H  0.905  4.099  -2.930  0.088
H  0.073  3.038  -1.955  0.021
H  2.740  3.423  -1.704  0.082

Values from the calculation:
**SMILES**: NC(N)=O.NC(N)=O.NC(N)=O.CCO.CO.CO.CO.CO.CO
**Largest force on an atom**: 9.952 eV/Å
**Spin multiplicity**: 1

=====

No. 2
Molecular formula: C10H38O14
Method: DFT, ωB97M-V/def2-TZVPD

Last column: Löwdin charge in e.
Element x y z (Å)
O  2.714  6.332  17.386  -0.073
C  2.564  7.723  17.154  -0.262
C  2.198  7.942  15.738  -0.260
O  2.251  9.356  15.670  -0.070
H  1.823  5.965  17.355  0.080
H  1.807  7.986  17.949  0.113
H  3.452  8.343  17.335  0.132
H  1.193  7.596  15.525  0.106
H  2.907  7.400  15.068  0.137
H  1.566  9.529  15.036  0.059
O  2.762  12.389  17.014  -0.049
C  1.983  12.440  18.206  -0.218
C  1.443  11.035  18.484  -0.268
O  1.098  10.732  19.784  -0.067
H  3.458  11.757  17.009  0.063
H  2.513  12.753  18.969  0.064
H  1.161  13.109  18.047  0.117
H  2.329  10.391  18.376  0.106
H  0.633  10.835  17.677  0.150
H  0.146  10.553  19.966  0.072
O  -4.587  12.650  22.994  -0.040
C  -3.417  11.934  23.340  -0.278
C  -3.635  10.447  23.408  -0.199
O  -2.532  9.608  22.916  -0.112
H  -4.519  13.353  23.618  0.069
H  -2.682  12.132  22.517  0.101
H  -2.787  12.367  24.171  0.141
H  -4.436  10.257  22.755  0.098
H  -3.812  10.154  24.475  0.136
H  -2.247  9.927  22.027  0.043
O  2.075  6.046  20.445  -0.098
C  0.933  6.988  20.407  -0.221
C  -0.016  6.884  21.611  -0.218
O  -1.007  7.869  21.359  -0.086
H  1.759  5.091  20.314  0.122
H  1.377  8.023  20.359  0.131
H  0.366  6.874  19.428  0.107
H  0.618  7.064  22.514  0.145
H  -0.508  5.959  21.629  0.092
H  -1.761  7.436  21.792  0.091
O  -2.715  3.708  20.317  -0.072
C  -3.531  4.794  20.172  -0.280
C  -2.858  5.746  19.188  -0.228
O  -3.729  6.839  18.863  -0.091
H  -2.306  3.729  21.229  0.121
H  -4.526  4.379  19.927  0.137
H  -3.551  5.296  21.114  0.106
H  -2.581  5.268  18.254  0.126
H  -1.933  6.090  19.567  0.072
H  -3.594  7.499  19.615  0.109
O  -2.263  11.012  20.310  0.017
H  -2.270  11.939  20.352  0.054
H  -3.166  10.996  20.131  0.043
O  -0.686  9.317  15.634  0.018
H  -1.259  9.702  14.987  0.051
H  -1.256  8.812  16.112  -0.027
O  -1.393  8.854  18.688  -0.030
H  -1.623  9.331  19.468  -0.009
H  -0.636  8.471  19.090  -0.001
O  -3.801  9.532  17.894  -0.063
H  -3.925  8.737  17.352  0.040
H  -2.865  9.453  18.044  -0.046

Values from the calculation:
**SMILES**: OCCO.OCCO.OCCO.OCCO.OCCO.O.O.O.O
**Largest force on an atom**: 5.179 eV/Å
**Spin multiplicity**: 1

=====

No. 3
Molecular formula: C10H39N3O7
Method: DFT, ωB97M-V/def2-TZVPD

Last column: Löwdin charge in e.
Element x y z (Å)
N  -0.792  0.498  -0.168  0.351
H  -0.722  1.020  0.694  0.152
H  -1.399  -0.298  -0.033  0.151
H  0.097  0.018  -0.180  0.152
H  -0.936  1.046  -1.004  0.156
C  6.654  -2.718  0.360  -0.140
C  5.642  -1.751  -0.305  -0.597
O  4.324  -1.992  -0.042  -0.449
H  6.799  -2.724  1.440  0.041
H  7.667  -2.532  0.003  0.038
H  6.491  -3.771  0.130  0.046
H  5.925  -1.574  -1.343  0.056
H  5.747  -0.741  0.093  0.051
O  -2.164  2.659  -4.196  -0.059
H  -1.914  3.582  -4.250  0.031
H  -3.099  2.651  -4.399  0.030
O  0.321  -5.153  -1.701  -0.060
H  0.512  -4.613  -2.468  0.022
H  1.042  -4.977  -1.097  0.033
O  1.737  -1.883  -4.745  -0.061
H  2.134  -1.273  -5.367  0.028
H  2.170  -1.691  -3.913  0.027
O  2.769  -1.460  4.541  -0.067
H  2.853  -1.567  3.594  0.027
H  3.661  -1.290  4.844  0.029
C  2.776  5.356  3.916  -0.082
C  2.095  4.942  2.581  -0.425
C  3.206  5.174  1.501  -0.209
O  2.610  4.924  0.256  -0.196
C  3.537  4.618  -0.780  -0.108
N  1.473  3.664  2.758  0.025
H  2.114  5.134  4.752  0.067
H  3.001  6.423  3.911  0.073
H  3.671  4.784  4.160  0.077
H  1.333  5.691  2.367  0.133
H  3.996  4.442  1.667  0.125
H  3.639  6.172  1.571  0.126
H  2.967  4.642  -1.709  0.078
H  3.988  3.626  -0.777  0.092
H  4.234  5.439  -0.948  0.087
H  2.138  2.959  3.044  0.075
H  0.778  3.696  3.490  0.066
C  -6.245  -1.584  1.046  -0.056
C  -5.788  -2.895  0.257  -0.402
C  -6.241  -2.892  -1.217  -0.221
O  -6.220  -4.182  -1.802  -0.183
C  -6.746  -4.241  -3.107  -0.111
N  -4.327  -3.035  0.336  0.021
H  -6.223  -0.658  0.470  0.064
H  -5.736  -1.447  2.000  0.064
H  -7.294  -1.739  1.299  0.065
H  -6.322  -3.731  0.707  0.129
H  -5.724  -2.114  -1.779  0.126
H  -7.284  -2.591  -1.120  0.118
H  -6.642  -5.235  -3.542  0.088
H  -6.436  -3.483  -3.827  0.090
H  -7.821  -4.235  -2.925  0.085
H  -4.059  -3.785  -0.284  0.065
H  -3.970  -3.303  1.241  0.065

Values from the calculation:
**Largest force on an atom**: 3.046 eV/Å
**Spin multiplicity**: 1

=====

No. 4
Molecular formula: C10H40ClN20O14
Method: DFT, ωB97M-V/def2-TZVPD

Last column: Löwdin charge in e.
Element x y z (Å)
Cl  -0.130  -0.106  0.358  0.602
O  1.064  0.511  0.912  -0.357
O  0.207  -1.480  0.259  -0.370
O  -1.244  -0.057  1.218  -0.326
O  -0.506  0.442  -0.915  -0.374
C  1.172  0.286  5.017  -0.825
O  1.202  -0.242  6.091  0.030
N  1.759  1.342  4.636  0.199
N  0.371  -0.247  4.114  0.171
H  2.514  1.693  5.209  0.131
H  1.804  1.492  3.638  0.079
H  0.348  0.264  3.243  0.061
H  0.083  -1.213  4.170  0.121
C  -1.497  -3.166  -3.378  -0.806
O  -2.649  -2.842  -3.614  0.036
N  -0.578  -2.455  -2.789  0.171
N  -1.016  -4.335  -3.503  0.159
H  -0.826  -1.487  -2.643  0.093
H  0.264  -2.781  -2.337  0.087
H  -1.726  -4.985  -3.808  0.129
H  -0.122  -4.564  -3.090  0.114
C  1.731  4.012  2.881  -0.764
O  1.654  4.649  3.981  -0.035
N  2.693  3.190  2.671  0.141
N  0.853  3.967  1.955  0.197
H  3.392  3.154  3.399  0.129
H  2.611  2.441  1.997  0.082
H  0.832  3.535  1.043  0.095
H  0.017  4.521  2.072  0.084
C  5.190  2.117  0.603  -0.868
O  6.173  1.609  0.948  0.100
N  4.843  3.381  0.562  0.159
N  4.206  1.490  0.117  0.180
H  3.926  3.768  0.388  0.080
H  5.596  4.009  0.804  0.117
H  4.282  0.553  -0.252  0.086
H  3.393  2.059  -0.067  0.073
C  0.494  -5.433  -0.427  -0.825
O  1.527  -4.879  -0.132  0.038
N  0.422  -6.719  -0.596  0.172
N  -0.602  -4.805  -0.644  0.172
H  -0.503  -6.981  -0.906  0.105
H  1.178  -7.329  -0.317  0.127
H  -1.393  -5.331  -0.989  0.120
H  -0.607  -3.800  -0.551  0.086
C  -2.952  4.112  1.378  -0.744
O  -1.822  4.361  1.179  0.069
N  -3.527  2.902  1.605  0.170
N  -3.816  5.053  1.704  0.146
H  -2.998  2.067  1.397  0.097
H  -4.522  2.836  1.765  0.099
H  -4.731  4.696  1.937  0.096
H  -3.552  5.998  1.943  0.119
C  -3.831  -3.556  1.439  -0.859
O  -4.020  -4.529  2.052  0.075
N  -2.670  -3.054  1.074  0.165
N  -4.734  -2.734  1.043  0.171
H  -2.471  -2.333  0.395  0.089
H  -1.922  -3.674  1.348  0.100
H  -5.680  -3.067  1.166  0.123
H  -4.354  -1.903  0.613  0.078
C  -4.405  -0.365  -2.423  -0.824
O  -4.669  -0.777  -1.303  0.026
N  -5.127  -0.630  -3.416  0.172
N  -3.540  0.544  -2.738  0.180
H  -5.947  -1.219  -3.425  0.131
H  -4.974  -0.235  -4.334  0.117
H  -2.825  0.651  -2.033  0.095
H  -3.226  0.552  -3.698  0.113
C  2.149  3.647  -1.820  -0.868
O  2.767  4.662  -1.609  0.045
N  0.921  3.505  -1.724  0.194
N  2.672  2.564  -2.326  0.174
H  0.451  2.691  -2.093  0.113
H  0.438  4.368  -1.519  0.140
H  2.080  1.759  -2.472  0.102
H  3.657  2.584  -2.549  0.131
C  3.503  -1.346  -1.871  -0.818
O  4.684  -1.100  -2.145  -0.006
N  3.248  -1.473  -0.660  0.201
N  2.526  -1.402  -2.744  0.183
H  4.030  -1.493  -0.021  0.146
H  2.326  -1.790  -0.394  0.090
H  1.666  -1.018  -2.379  0.076
H  2.799  -1.100  -3.668  0.117

Values from the calculation:
**Net charge**: -1
**Largest force on an atom**: 8.736 eV/Å
**Spin multiplicity**: 1

=====

In the order shown, the computed energy relative to the best compared isomer or geometry (same formula, charge and spin) values come out to 2.298, 4.007, 5.273, 7.059 eV.
In the order shown, the computed total energy values come out to -38349.4764, -39645.6600, -29798.2695, -82008.1211 eV.